This record from the Open Molecules 2025 dataset describes a structure of composition C31H33Cl2N5OS4Ti. The level of theory is ωB97M-V with the def2-TZVPD basis set.

The energy is -4912.773467 hartree. As for the energy relative to the best compared isomer or geometry (same formula, charge and spin): 0.0 kJ/mol. The LUMO energy comes out at -0.0273 hartree. As for the molar mass: 738.68 Da. The HOMO energy comes out at -6.82 eV. As for the multiplicity: 1.

Each line ends with the Löwdin charge.
Cartesian coordinates (Å):
Ti (-0.0032, 0.4374, -0.8517)  0.778
C (2.3451, 0.6664, 2.5232)  -0.194
C (1.1004, 1.5486, 2.4306)  -0.183
C (-0.2316, 0.8054, 2.4127)  -0.206
N (-0.7907, 0.3289, 1.1364)  -0.027
C (-2.0266, -0.1615, 1.2135)  -0.231
C (-2.7249, -0.3341, 2.4296)  -0.026
C (-3.9164, -0.9758, 2.7264)  -0.078
C (-4.8288, -1.6168, 1.9075)  -0.095
C (-4.7872, -1.6388, 0.5238)  -0.073
C (-3.8800, -1.0427, -0.3305)  -0.033
C (-2.6893, -0.3355, -0.0907)  -0.222
N (-2.0138, 0.2247, -1.0926)  -0.117
C (-2.7166, 0.7994, -2.2321)  -0.226
C (-2.3961, 2.3149, -2.3495)  -0.166
C (-1.7091, 2.9268, -1.1235)  -0.201
N (-0.3295, 2.4926, -0.9665)  -0.101
C (0.7182, 3.2618, -1.1896)  -0.234
C (0.6432, 4.6468, -1.4623)  0.004
C (1.5959, 5.5479, -1.8844)  -0.074
C (2.9439, 5.3674, -2.1698)  -0.098
C (3.6498, 4.1958, -2.0031)  -0.066
C (3.2370, 2.9773, -1.4808)  0.001
C (1.9865, 2.5276, -1.0352)  -0.237
N (1.8282, 1.3264, -0.4728)  -0.104
C (2.9915, 0.6229, 0.0612)  -0.230
C (2.6488, -0.1916, 1.3029)  -0.206
H (2.2304, 0.0133, 3.3951)  0.111
H (3.2106, 1.3020, 2.7381)  0.112
H (1.1541, 2.2642, 1.6123)  0.097
H (1.0731, 2.1460, 3.3474)  0.114
H (-0.9701, 1.4969, 2.8341)  0.117
H (-0.1532, -0.0353, 3.1150)  0.118
H (-2.2259, 0.0506, 3.3046)  0.090
H (-4.1543, -0.9963, 3.7852)  0.110
H (-5.6610, -2.1124, 2.3908)  0.101
H (-5.5913, -2.1743, 0.0300)  0.111
H (-4.0929, -1.1819, -1.3822)  0.102
H (-3.7931, 0.6834, -2.0975)  0.106
H (-2.4367, 0.2886, -3.1539)  0.089
H (-3.3343, 2.8538, -2.4990)  0.112
H (-1.7849, 2.5090, -3.2319)  0.077
H (-2.2488, 2.6386, -0.2161)  0.121
H (-1.7922, 4.0095, -1.1942)  0.097
H (-0.3410, 5.0782, -1.3547)  0.092
H (1.2196, 6.5527, -2.0454)  0.107
H (3.4827, 6.2219, -2.5583)  0.100
H (4.6914, 4.2233, -2.3042)  0.110
H (4.0136, 2.2250, -1.4522)  0.106
H (3.7517, 1.3574, 0.3512)  0.119
H (3.4414, -0.0205, -0.7007)  0.092
H (3.5058, -0.8352, 1.5224)  0.120
H (1.8235, -0.8749, 1.0965)  0.048
O (5.0532, -1.1240, -5.0652)  -0.061
C (4.0550, -0.9460, -4.4236)  -1.014
S (3.6023, -1.9233, -3.0109)  0.963
C (2.0883, -1.1019, -2.6835)  -1.124
C (1.7365, -0.0961, -3.4995)  -1.125
S (0.2693, 0.8018, -3.3217)  0.677
S (2.8464, 0.2982, -4.7980)  0.972
S (1.0757, -1.6257, -1.3699)  0.615
Cl (-1.4574, -6.0808, -0.3693)  0.519
C (-2.6439, -4.8559, -0.8484)  -1.011
Cl (-1.9170, -3.5611, -1.8029)  0.540
H (-3.0540, -4.4220, 0.0567)  0.012
H (-3.4084, -5.3417, -1.4422)  0.021
C (1.1049, -4.6515, 3.5210)  -0.078
C (-0.0194, -3.8940, 3.8061)  -0.069
C (-0.6222, -3.1915, 2.7718)  -0.149
N (-0.1811, -3.2068, 1.5156)  0.073
C (0.8938, -3.9481, 1.2516)  -0.193
C (1.5708, -4.6798, 2.2170)  -0.062
H (1.6058, -5.2126, 4.2996)  0.105
H (-0.4283, -3.8465, 4.8066)  0.100
H (-1.5017, -2.5863, 2.9606)  0.084
H (1.2254, -3.9532, 0.2202)  0.065
H (2.4433, -5.2576, 1.9432)  0.104